[1]
37
Properties=species:S:1:pos:R:3:forces:R:3 method="wB97M-V/def2-TZVPD" relative_energy_kcal_mol=39.3 lumo_energy_ev="-0.8 / -1.1" energy_ev=-40152.46042
C 5.879200 0.910100 -2.112300 0.1 0.0 0.0
O -0.706600 0.206900 2.505700 -0.7 -0.5 -1.2
H 4.559200 0.077100 -0.643200 0.0 -0.1 0.0
H -0.612000 5.036500 0.910500 -0.1 0.0 0.1
H 1.106700 1.858200 4.568000 0.0 0.0 0.0
H 6.941500 1.901600 -3.686200 0.1 0.0 0.0
S -0.031300 -2.236400 -0.454000 0.1 0.5 0.5
O 1.342300 0.924700 2.182400 0.1 0.1 0.2
H -1.515900 2.754700 0.488900 0.2 0.0 0.1
C 3.636300 2.229600 -3.079700 -0.1 -0.1 0.2
H 1.452200 -4.204600 -1.464900 0.1 -0.1 0.0
N 0.234700 2.042000 -0.319600 0.4 0.9 0.2
C 4.653000 0.721400 -1.504000 0.0 0.1 0.1
C 5.983300 1.750500 -3.210600 0.1 0.0 0.0
C 0.013900 4.275800 0.472500 0.2 0.2 -0.1
C 0.532900 0.945800 4.426000 -0.2 0.0 -0.3
C 4.862000 2.401200 -3.696700 0.0 0.1 -0.1
C 1.334200 4.547400 0.124800 -0.4 -0.1 0.1
N 1.733500 0.014200 -1.062300 -2.1 0.7 1.2
C 2.084200 3.557400 -0.475700 0.0 -0.4 -0.2
Pd 0.144900 0.009600 0.411700 1.3 -1.3 -0.9
C -0.490200 3.010200 0.237400 0.0 0.1 -0.1
H 4.939700 3.048900 -4.558600 0.0 0.0 0.0
H 1.088100 0.120500 4.867600 0.0 -0.1 0.0
H 6.754800 0.405700 -1.728600 0.0 0.0 0.0
N 2.026200 -3.393100 -1.597400 0.1 0.1 -0.1
H 3.110700 3.723500 -0.760000 0.1 0.0 0.0
C 1.512400 2.303000 -0.697200 -0.8 0.7 0.5
H 2.757600 2.731700 -3.454300 -0.1 0.1 -0.1
H 2.868300 -3.446800 -2.144200 0.0 0.0 0.0
C 0.373800 0.676300 2.942500 0.9 0.5 0.4
H -0.436500 1.019500 4.909900 0.0 0.0 0.1
C 3.527600 1.389200 -1.976200 0.1 -0.1 -0.1
C 1.530300 -2.196200 -1.237600 -0.8 0.2 0.3
H 1.769900 5.514000 0.333600 0.0 0.0 0.0
C 2.244900 1.190600 -1.279200 0.1 -1.2 0.0
N 2.219900 -1.120900 -1.534200 1.2 -0.3 -0.5

---

[2]
33
Properties=species:S:1:pos:R:3:forces:R:3 method="wB97M-V/def2-TZVPD" relative_energy_kcal_mol=0.0 lumo_energy_ev=-0.2 smiles="Clc1ccc(/C=C/Cc2ccc(Cl)cc2)cc1.B" energy_ev=-41516.53872
H 3.913814 -0.545856 1.948728 0.1 0.1 -0.7
H -3.248002 1.522792 1.929827 0.2 0.5 0.2
H 0.334800 0.553100 -1.041012 -0.1 0.5 0.8
Cl -5.940395 2.260135 -2.042373 0.3 -0.5 0.3
Cl 6.875181 0.782753 -1.665530 1.5 0.2 -0.6
H 1.385336 -0.436589 1.651289 0.2 0.4 0.4
C 2.845439 0.054362 0.123349 1.4 -0.2 -0.3
B -2.004784 -4.592522 1.680468 -0.1 0.5 0.3
H -2.654598 -4.774529 0.639423 0.7 0.1 1.0
H -5.205854 2.381510 0.769940 0.1 -0.1 -0.1
C 1.504544 -0.003005 0.665331 -1.6 0.0 -0.2
C 2.980465 0.485908 -1.208517 0.3 0.1 0.5
H 2.075458 0.790211 -1.746386 0.6 -0.3 0.0
H 6.186420 -0.260154 0.907255 -0.4 0.3 -0.4
C 0.362072 0.417121 0.055165 0.8 -0.6 0.4
H -3.929921 0.323497 -2.785183 0.2 -0.1 0.4
C 5.283952 -0.036706 0.323768 -0.4 0.1 -0.1
H -2.004224 -0.600391 -1.528128 0.4 0.4 0.0
C 5.371829 0.458769 -0.989739 -1.6 -0.8 0.4
H -0.702499 0.232837 1.825893 -0.4 -1.8 1.3
C 4.025377 -0.238686 0.894506 -1.2 0.4 -0.8
H 4.272796 0.968567 -2.817900 0.4 0.1 0.0
H -2.582656 -4.273496 2.740360 0.5 -0.4 -1.1
C -2.258352 0.684958 0.243886 -0.1 -0.4 -0.4
C -0.843929 0.719772 0.910707 -0.6 1.1 -1.3
C -2.597562 0.158856 -1.027509 -0.3 0.7 -0.4
C -3.746320 0.604650 -1.744888 -0.3 0.2 1.0
C 4.227996 0.654914 -1.786440 -0.1 -0.1 0.9
C -4.467030 1.801555 0.224539 -0.1 -0.9 -0.4
H -0.770256 -4.618308 1.711644 -1.0 -0.1 -0.2
C -3.315546 1.340668 0.870746 -0.4 0.6 0.0
C -4.681624 1.455410 -1.120497 1.4 0.2 0.2
H -0.691933 1.727909 1.387288 -0.4 -0.2 -1.2

---

[3]
38
Properties=species:S:1:pos:R:3:forces:R:3 method="wB97M-V/def2-TZVPD" relative_energy_kcal_mol=30.2 lumo_energy_ev=-13.8 energy_ev=-98246.27998 total_charge=+3
C 1.160163 0.279892 -3.878111 0.4 0.5 1.0
C -0.340437 -1.545508 -3.360811 -0.1 -0.1 -0.4
C 1.743063 -0.582308 2.739389 1.9 0.4 -0.5
H -3.102837 -0.104508 0.099789 0.2 0.3 0.1
C 2.714163 -0.252408 1.582789 0.2 0.2 0.8
O 0.175063 -2.834108 0.963789 -0.1 -0.6 -0.4
H -0.761537 -1.943408 -1.253811 0.4 0.4 -1.4
H -4.427337 1.963092 0.381489 0.0 -0.1 0.0
O -1.649937 -1.737608 0.953589 -0.8 0.2 -0.5
H 2.608963 0.786292 1.225989 0.0 -0.4 0.1
O 2.057963 -0.860408 3.846689 -0.5 0.1 -0.3
C -0.177537 -1.262108 -2.009911 -0.2 0.0 1.2
C -0.750837 -2.298608 1.657989 -1.1 -2.4 2.5
Br -0.351737 4.829392 1.041589 -0.3 -0.5 -0.1
C -2.602137 0.843792 0.296389 -0.3 -0.4 0.0
H -0.979237 -2.347408 -3.705511 0.0 -0.1 0.1
C 0.344763 -0.765208 -4.291511 -0.7 -0.8 0.3
H -3.282037 4.125292 0.813389 0.0 0.0 0.0
H 1.922363 1.419292 -2.236111 0.0 0.0 0.0
C 0.638463 -0.167408 -1.540411 -1.3 -1.8 0.1
N 2.356463 -1.211008 0.486189 0.2 0.2 0.3
C -2.712537 3.212692 0.687289 0.5 -0.1 0.1
N -1.250337 0.832092 0.392989 -0.3 0.3 0.1
H 2.625563 -2.160608 0.817089 -0.6 0.4 -0.2
H 0.477163 2.011492 0.665089 -0.5 0.0 0.1
C -0.427737 -1.606208 2.961589 -0.6 -0.4 1.1
N 0.418863 -0.640108 2.229689 -0.7 -0.2 -0.8
H 0.136663 -2.186908 3.705489 0.0 0.2 -0.3
H 0.227163 -0.978808 -5.345611 0.0 0.0 0.0
H 3.740863 -0.387908 1.953789 -0.3 -0.1 -0.3
C -0.623737 2.019892 0.621489 0.5 0.3 0.0
C 1.295963 0.584992 -2.526411 0.6 0.4 0.2
C -3.348337 2.007192 0.449889 0.3 -0.3 -0.1
H 3.017063 -1.043608 -0.293111 -0.8 0.0 0.0
C -1.307137 3.231092 0.766889 0.1 -0.4 -0.1
H 1.699963 0.858292 -4.615411 0.0 0.1 0.0
W 0.052963 -0.919708 0.284189 3.7 4.5 -2.4
H -1.318237 -1.168908 3.432189 0.2 -0.1 -0.2

---

[4]
37
Properties=species:S:1:pos:R:3:forces:R:3 method="wB97M-V/def2-TZVPD" relative_energy_kcal_mol=0.0 lumo_energy_ev=0.5 smiles="Cc1ccc(C(=O)N[C@H](NCc2ccco2)C(Cl)(Cl)Cl)cc1" energy_ev=-60441.27708
H 1.408163 -0.608505 -0.987641 0.0 0.0 0.1
C 3.941231 -1.077110 -0.161146 0.2 -0.2 0.2
H -1.277243 -1.832453 2.283227 0.0 0.0 0.1
C -4.667382 -2.126983 -0.893280 0.0 -0.1 0.0
Cl 5.576322 -0.633065 0.328949 0.1 -0.1 0.1
N 3.317795 1.256884 -0.090596 0.1 0.1 -0.2
C -1.606473 -1.642827 1.272900 0.2 0.1 0.0
C -0.715010 -1.033603 0.392475 -0.4 -0.1 0.0
N 1.594390 -0.454002 -0.009363 0.0 -0.1 -0.1
C -2.411083 -1.109878 -1.309866 0.0 -0.1 0.0
C 1.174719 2.450873 0.279988 -0.2 0.1 1.0
C -0.565704 2.601175 -1.011998 -0.8 0.0 0.4
H 2.787743 2.274704 1.640143 0.0 0.1 0.0
H -3.553060 -2.468895 1.555628 -0.1 0.0 0.1
H 2.948876 -0.057174 1.463938 0.1 -0.1 -0.3
C -3.297488 -1.732189 -0.437832 0.1 0.1 0.0
H -5.025410 -1.461018 -1.674804 -0.1 0.0 0.0
Cl 3.549542 -2.688540 0.466981 0.0 0.1 0.0
Cl 3.874309 -1.137106 -1.939279 0.0 0.0 -0.2
H -1.050467 2.698522 -1.963080 0.0 0.0 -0.2
H -2.727698 -0.888921 -2.319242 0.0 0.0 -0.1
C 2.642758 2.370333 0.562615 -0.1 0.0 -0.3
C 0.621900 -0.669799 0.925159 0.4 0.0 -0.3
O 0.851444 -0.563965 2.112735 -0.1 0.0 0.4
H -2.076831 2.482570 0.551454 -0.3 0.0 0.0
H 0.088907 2.285479 2.160550 0.1 -0.1 0.2
O 0.779873 2.574176 -1.010102 0.6 0.0 -0.2
C 0.084988 2.395986 1.096412 0.6 0.2 -0.3
C -2.876055 -1.992530 0.861401 0.0 0.0 -0.1
C 2.928181 -0.045106 0.364169 -0.2 0.2 0.1
H -0.489786 -0.259607 -1.610650 0.1 0.1 0.0
H -4.643893 -3.139287 -1.298339 -0.1 -0.1 0.0
C -1.049201 2.495780 0.252678 0.0 0.1 -0.6
H 3.141280 3.280821 0.216706 -0.1 0.0 0.2
C -1.135264 -0.765394 -0.907307 0.1 -0.1 0.2
H -5.371050 -2.113916 -0.064476 -0.1 0.0 0.0
H 3.226665 1.334572 -1.099091 0.0 0.0 0.1

---

[5]
43
Properties=species:S:1:pos:R:3:forces:R:3 method="wB97M-V/def2-TZVPD" lumo_energy_ev="-4.2 / -4.2" energy_ev=-86362.96425 total_charge=+1
O 0.949731 0.650979 -0.518211 -0.2 -1.3 0.3
H 3.219809 1.566861 -0.515929 0.0 0.0 0.0
C -0.045975 0.973523 -4.966690 0.0 0.0 0.0
H -3.847202 -1.624620 1.837176 0.0 0.0 0.0
C 2.607918 1.157864 2.805526 0.0 0.0 0.0
C 1.104103 0.640790 0.935397 0.0 0.1 0.3
C -1.668689 -0.941038 3.178165 0.0 0.0 0.0
C -3.137293 -1.154950 1.172957 -0.1 -0.1 0.0
S -0.760024 -0.528769 -5.357923 0.0 0.0 0.0
O 1.619897 -2.427561 -2.254536 0.1 -0.1 0.0
H 5.747412 2.409986 2.819053 0.0 0.0 0.0
H 0.195786 2.083017 -3.112533 0.0 0.0 0.0
C 3.813910 1.615071 3.300766 0.0 0.0 0.0
H -5.647008 -1.071797 -0.009148 0.0 0.0 0.0
O -0.314850 -1.859992 -1.017100 0.2 0.2 0.0
C -0.148437 1.206784 -3.638521 0.0 0.0 0.0
N -0.783729 0.203761 -2.940328 0.0 -0.2 -0.2
N -1.005485 -0.138697 0.960022 -0.3 -0.5 0.5
Cr -1.112532 0.322751 -0.909529 -0.8 1.7 0.0
H -0.772325 -1.545915 3.313740 0.0 0.0 0.0
C -1.936988 -0.731692 1.723586 0.1 0.2 -0.1
H -4.927747 -2.641495 -0.336654 0.0 0.0 0.0
O -1.444532 1.814003 -0.870467 0.1 -0.4 0.0
C -1.158601 -0.770139 -3.735326 -0.1 0.1 0.0
C -3.520573 -1.046030 -0.164939 -0.2 0.0 -0.1
O 1.637734 -2.581771 0.123569 -0.2 -0.2 0.0
C 2.387915 1.133237 1.427093 0.0 0.0 0.0
H 0.395963 1.604488 -5.718951 0.0 0.0 0.0
H 3.984065 1.633338 4.368438 0.0 0.0 0.0
H 5.354724 2.373209 0.381586 0.0 0.0 0.0
C 4.585422 2.030943 1.060048 0.0 0.0 0.0
H -1.690081 -1.641881 -3.386165 0.0 0.0 0.0
C -4.861816 -1.578384 -0.571663 0.0 0.0 0.0
C 4.804502 2.051575 2.428803 0.0 0.0 0.0
H 1.829875 0.817502 3.474856 0.0 0.0 0.0
C 3.379653 1.573289 0.553504 0.0 0.0 0.0
Cl 1.105437 -1.994466 -1.028448 0.4 -0.2 0.0
O -2.826309 -0.527687 -1.107539 0.3 -0.2 0.0
H -5.021436 -1.425310 -1.634791 0.0 0.0 0.0
N 0.136280 0.210649 1.620730 0.3 0.4 -0.2
H -2.513242 -1.431314 3.652594 0.0 0.0 0.0
O 1.766387 -0.426444 -1.006523 0.2 0.7 -0.6
H -1.481652 0.016325 3.664299 0.0 0.0 0.0

---

[6]
34
Properties=species:S:1:pos:R:3:forces:R:3 method="wB97M-V/def2-TZVPD" relative_energy_kcal_mol=303.2 lumo_energy_ev=0.2 energy_ev=-33335.54418
N -0.792879 0.365160 -0.721367 0.5 -4.2 2.1
H -0.757161 2.885220 -1.014055 -1.3 -0.8 -2.7
O -2.421462 1.653314 -3.593717 -0.1 -1.4 -0.7
C 0.608947 0.451137 -1.025130 -3.1 3.5 -0.3
C -1.861611 -1.881812 2.185290 15.8 5.8 -5.4
H 2.818780 0.044949 -2.681252 -1.6 0.2 -0.4
C -1.827130 -1.058400 1.108114 -7.1 -1.1 -1.4
N 0.337925 2.335209 -2.655026 -2.1 2.8 -3.2
C 2.887626 0.358012 0.091841 0.1 -7.5 -4.3
C 3.472226 1.044449 -1.106430 -17.1 3.9 5.6
C -0.821143 -0.616205 0.339104 3.2 2.6 1.4
H -2.873530 -0.878456 0.708649 1.0 0.1 0.2
C 1.404777 -0.018777 -0.037675 -0.6 1.2 1.8
H -1.370120 -0.231744 -2.641139 -0.6 -0.4 0.8
H -2.510718 -2.264101 2.680498 -7.8 -4.5 5.9
C 2.542477 1.037358 -2.245652 -0.8 1.5 -3.5
H -1.247571 3.581888 -2.689563 -0.7 -2.7 1.0
C 0.450043 -0.669431 0.981257 3.9 1.9 -5.5
C -1.936139 1.579977 -2.210712 -12.5 0.9 -2.8
H -2.929892 2.028716 -1.776968 1.8 -0.2 0.1
C -1.873233 0.274658 -1.756752 10.9 -0.1 -2.4
H 4.305856 1.285917 -1.174314 14.0 2.7 -1.3
Cl -0.115071 -2.540053 4.253440 0.1 -0.5 0.2
H 2.702238 1.789541 -3.047199 1.2 -0.4 0.5
H 3.284393 -0.881825 -0.313027 -0.6 2.3 1.6
H -1.627871 1.444397 -4.098303 -0.1 0.0 -0.6
C -1.025425 2.517149 -2.204200 7.7 11.4 4.7
H 1.793098 -1.365579 2.612251 2.1 0.1 0.7
C -0.293184 -1.895277 2.634908 -2.0 -0.4 1.8
C 0.895606 -1.263841 2.129365 -7.5 -2.1 0.0
H 3.034606 2.264057 -0.513398 1.4 -2.0 -1.7
C 0.925852 1.523772 -2.025733 7.9 -9.4 3.7
H -2.517161 -0.322378 -1.419873 -6.2 -3.7 2.5
H 3.340054 0.405983 1.025428 0.4 0.6 1.6